This record from the Open Molecules 2025 dataset describes a cluster of 2 separate species, C4H12NO3 in total in a non-equilibrium geometry. The level of theory is ωB97M-V/def2-TZVPD.

Computed properties:
Gap between HOMO and LUMO (eV): 10.4
LUMO level (eV): -3.700
Molecular weight (g mol⁻¹): 122.144
Net charge: +1
Energy (Ha): -439.81176
ΔE to the lowest compared entry with this formula, charge and spin (kcal/mol): 39.4

Cartesian coordinates (Å):
O 0.85405 -1.38527 2.53220
C -0.05778 -0.98469 1.86918
C 0.15153 0.33301 1.01931
C -0.75113 0.28349 -0.21682
C -1.50028 1.57685 -0.55240
O -0.72541 2.33132 -1.44985
N 1.59964 0.10246 0.53153
H -1.01448 -1.50489 1.76686
H 0.18007 1.17137 1.70793
H -1.57357 -0.41830 -0.03243
H -0.18084 -0.15884 -1.02005
H -1.83470 2.06305 0.37188
H -2.41750 1.29670 -1.09178
H -1.26996 2.90479 -1.97490
H 1.62646 -0.54449 -0.26832
H 2.14544 0.95620 0.40673
H 1.99203 -0.47397 1.29717
H 0.48166 -2.13167 -2.14942
H 1.43093 -3.08759 -1.46004
O 0.86386 -2.32952 -1.28676

Cartesian forces, eV/Å:
O -0.070 -0.312 -0.036
C 0.397 0.865 -0.080
C 0.758 -2.279 -1.044
C -1.235 0.748 1.097
C -0.487 -0.870 -1.261
O 1.013 0.067 0.745
N -0.229 -0.227 1.214
H -0.245 0.033 0.185
H -0.349 0.336 -0.267
H 0.282 -0.193 0.260
H -0.139 0.347 -0.499
H 0.377 0.351 -0.083
H 0.043 -0.104 0.334
H -0.420 0.460 -0.240
H -0.159 0.347 -0.339
H -0.098 -0.174 -0.262
H 0.433 0.412 0.160
H -0.084 -0.024 -0.027
H 0.088 -0.145 0.124
O 0.124 0.360 0.019